Computed, not measured: a 3-piece molecular cluster, C5H11Br4NO2 overall, with ωB97M-V with the def2-TZVPD basis set.

Structure (ORCA input):
```
! wB97M-V def2-TZVPD RIJCOSX def2/J DEFGRID3
* xyz 0 1
C 4.257 0.271 0.950
N 3.498 -1.006 0.843
O 3.962 -2.021 1.303
O 2.434 -0.949 0.253
H 4.742 0.294 1.918
H 3.537 1.058 0.772
H 4.976 0.248 0.134
Br -1.901 0.815 2.358
C -0.970 -0.598 1.335
C -1.262 -1.924 2.006
Br -0.542 -3.380 0.873
H 0.100 -0.406 1.324
H -1.356 -0.592 0.322
H -2.339 -2.062 2.018
H -0.812 -2.028 2.984
Br -3.758 0.805 -0.843
C -2.262 0.816 -2.127
C -2.205 2.047 -2.969
Br -1.853 3.675 -1.872
H -2.508 -0.058 -2.720
H -1.300 0.769 -1.621
H -3.080 2.232 -3.588
H -1.359 1.994 -3.653
*
```

As for the energy relative to the best compared isomer or geometry (same formula, charge and spin): 6.2 kcal/mol. The calculation puts the orbital gap at 10.02 eV. The SMILES is C[N+](=O)[O-].BrCCBr.BrCCBr. The value obtained for the maximum force is 0.98 eV/Å. As for the LUMO energy: 0.1 eV.